i.
This record from OMol25 describes a 2-piece molecular cluster, C9H16N2O2 overall. The level of theory is ωB97M-V/def2-TZVPD.

Kohn-Sham gap: 0.3571 Eh
SMILES: O=c1cc[nH]c(=O)[nH]1.CCCCC

The geometry in ORCA input format:
```
! wB97M-V def2-TZVPD RIJCOSX def2/J DEFGRID3
* xyz 0 1
O -1.620 2.939 -1.941
C -1.670 2.637 -0.732
C -1.344 3.551 0.329
C -1.486 3.435 1.645
N -1.772 2.314 2.140
C -1.854 1.212 1.257
O -1.880 0.108 1.706
N -1.932 1.486 -0.152
H -1.459 4.588 -0.097
H -1.450 4.221 2.372
H -1.566 2.165 3.087
H -2.270 0.569 -0.522
C -0.754 -1.922 1.023
C -0.133 -1.395 -0.266
C 1.256 -2.076 -0.442
C 2.035 -1.314 -1.442
C 3.490 -1.700 -1.674
H -0.690 -3.149 0.935
H -0.410 -1.714 2.109
H -1.754 -1.706 1.184
H 0.011 -0.276 -0.390
H -0.645 -1.662 -1.207
H 1.863 -2.246 0.523
H 1.042 -3.115 -0.759
H 1.924 -0.215 -1.047
H 1.634 -1.284 -2.381
H 3.410 -2.761 -1.839
H 3.849 -1.330 -2.638
H 4.175 -1.361 -0.778
*
```

---

ii.
This record from OMol25 describes C9H16N2O2 as an isolated structure. The level of theory is ωB97M-V/def2-TZVPD.

Kohn-Sham gap: 0.3481 Eh

The geometry in ORCA input format:
```
! wB97M-V def2-TZVPD RIJCOSX def2/J DEFGRID3
* xyz 0 1
C 3.821 -0.391 -0.174
C 3.290 0.666 0.681
C 1.974 0.631 0.980
C 1.683 -1.568 0.047
C -3.615 -1.467 -0.192
C -2.454 -0.755 0.387
C -2.010 0.516 -0.363
C -0.655 1.080 0.020
C -0.072 2.338 -0.744
H 3.292 -2.302 -0.820
H 3.862 1.561 0.636
H 1.558 1.384 1.662
H 0.255 -0.520 1.141
H -4.593 -1.007 0.042
H -3.488 -1.750 -1.226
H -3.731 -2.400 0.324
H -1.559 -1.315 0.232
H -2.655 -0.608 1.502
H -2.281 0.170 -1.483
H -2.763 1.345 -0.277
H 0.102 0.202 -0.170
H -0.557 1.139 1.196
H -0.914 3.034 -1.178
H 0.636 2.825 -0.089
H 0.826 1.987 -1.703
N 3.043 -1.546 -0.268
N 1.151 -0.463 0.795
O 4.918 -0.299 -0.711
O 0.935 -2.486 -0.250
*
```

---

iii.
This record from OMol25 describes a 2-piece molecular cluster, C9H16N2O2 overall. The level of theory is ωB97M-V/def2-TZVPD.

Kohn-Sham gap: 0.3478 Eh
SMILES: O=c1cc[nH]c(=O)[nH]1.CCCCC

The geometry in ORCA input format:
```
! wB97M-V def2-TZVPD RIJCOSX def2/J DEFGRID3
* xyz 0 1
O -3.766 -1.476 -1.614
C -3.423 -0.740 -0.686
C -3.413 -1.124 0.773
C -2.288 -0.554 1.494
N -1.786 0.600 1.227
C -2.106 1.292 -0.027
O -1.531 2.335 -0.121
N -2.879 0.551 -0.899
H -3.603 -2.107 1.141
H -2.237 -0.976 2.458
H -1.302 1.234 1.766
H -3.247 0.835 -1.787
C 2.468 -2.563 0.193
C 2.259 -1.215 -0.580
C 1.650 0.031 0.022
C 1.856 1.384 -0.682
C 1.024 2.536 -0.098
H 2.849 -2.272 1.190
H 1.529 -3.307 0.131
H 3.472 -3.027 -0.356
H 2.020 -1.545 -1.630
H 3.338 -1.087 -0.854
H 0.455 -0.165 0.127
H 1.963 -0.168 1.032
H 1.244 1.210 -1.604
H 3.013 1.594 -0.877
H 1.379 2.910 0.854
H 0.990 3.541 -0.619
H 0.075 2.275 0.026
*
```

---

Decreasing stability: i, ii, iii